Here is C24H48BBaF4NO12 as an isolated structure in a non-equilibrium geometry from the OMol25 dataset. Energies are from ωB97M-V/def2-TZVPD.

Last column: Löwdin charge in e.
Atoms and positions in Å:
Ba1 -2.092 -2.323 3.302  1.785
B1 -0.721 1.193 -0.291  -1.419
F1 -1.658 0.937 0.737  0.037
F2 -0.058 2.347 -0.016  0.139
F3 0.029 0.089 -0.231  0.143
F4 -1.344 1.287 -1.519  0.125
C1 -7.874 -2.753 0.234  -0.047
C2 -6.420 -3.018 0.340  -0.935
O1 -6.008 -3.891 1.051  -0.074
O2 -5.638 -2.217 -0.137  -0.059
H1 -8.655 -3.510 0.308  0.061
H2 -8.156 -2.358 -0.742  0.068
H3 -8.028 -2.053 1.055  0.071
C3 -0.773 6.395 -3.204  -0.046
C4 0.385 7.200 -3.121  -0.045
C5 1.119 7.558 -4.301  -0.005
C6 0.747 7.108 -5.535  -0.166
C7 -0.402 6.312 -5.646  -0.001
C8 -1.120 5.984 -4.508  -0.066
N1 1.406 7.631 -6.734  -0.357
O3 1.152 7.073 -7.814  0.053
O4 2.340 8.334 -6.588  0.101
H4 -1.305 6.174 -2.291  0.107
H5 0.669 7.476 -2.116  0.095
H6 2.028 8.140 -4.252  0.111
H7 -0.648 6.048 -6.664  0.114
H8 -1.886 5.222 -4.506  0.106
C9 5.435 1.485 -0.444  -0.111
O5 6.617 0.727 -0.701  -0.201
C10 7.343 0.491 0.553  -0.165
C11 8.214 -0.791 0.622  -0.228
O6 7.602 -1.983 0.316  -0.182
C12 6.926 -2.173 -0.896  -0.100
H9 5.611 2.405 0.113  0.087
H10 4.646 0.878 0.000  0.084
H11 4.943 1.717 -1.389  0.089
H12 6.660 0.471 1.402  0.108
H13 7.948 1.374 0.761  0.118
H14 8.926 -0.949 1.431  0.128
H15 9.031 -0.642 -0.083  0.113
H16 6.918 -3.238 -1.127  0.088
H17 7.294 -1.475 -1.648  0.092
H18 5.869 -1.946 -0.760  0.080
C13 0.544 -1.209 -6.333  -0.079
O7 -0.497 -2.019 -6.953  -0.175
C14 -0.135 -2.860 -8.020  -0.234
C15 -1.338 -3.085 -8.794  -0.233
O8 -2.402 -3.617 -7.964  -0.158
C16 -3.446 -4.138 -8.841  -0.107
H19 0.033 -0.435 -5.761  0.089
H20 1.311 -0.812 -6.998  0.074
H21 1.207 -1.673 -5.602  0.072
H22 0.165 -3.811 -7.580  0.134
H23 0.637 -2.338 -8.585  0.128
H24 -1.086 -3.789 -9.587  0.119
H25 -1.781 -2.254 -9.343  0.129
H26 -4.262 -4.483 -8.206  0.081
H27 -3.216 -5.034 -9.417  0.077
H28 -3.908 -3.434 -9.534  0.081
C17 -1.913 -3.034 8.107  -0.143
O9 -2.605 -2.041 7.424  -0.201
C18 -3.986 -2.203 7.633  -0.183
C19 -4.760 -0.948 7.019  -0.138
O10 -4.743 -0.781 5.560  -0.250
C20 -5.516 0.372 5.083  -0.062
H29 -1.312 -2.571 8.890  0.093
H30 -1.197 -3.770 7.742  0.089
H31 -2.559 -3.623 8.757  0.085
H32 -4.181 -2.338 8.697  0.127
H33 -4.158 -3.147 7.116  0.123
H34 -4.244 -0.118 7.501  0.120
H35 -5.785 -0.966 7.389  0.124
H36 -6.587 0.171 5.103  0.091
H37 -5.181 0.569 4.065  0.092
H38 -5.429 1.255 5.716  0.087
C21 2.530 -3.003 3.936  -0.056
O11 1.696 -2.039 4.680  -0.206
C22 2.452 -0.891 4.800  -0.244
C23 1.626 0.153 5.593  -0.202
O12 0.271 0.374 5.155  -0.209
C24 -0.208 1.606 5.818  -0.065
H39 1.947 -3.917 3.821  0.077
H40 3.487 -3.111 4.448  0.097
H41 2.612 -2.757 2.877  0.093
H42 2.718 -0.432 3.848  0.133
H43 3.412 -1.059 5.289  0.127
H44 2.307 0.946 5.899  0.128
H45 1.410 -0.214 6.597  0.116
H46 -1.271 1.679 5.586  0.085
H47 0.400 2.453 5.502  0.094
H48 -0.133 1.639 6.905  0.083

Output
relative energy (zero: lowest compared OMol25 entry of this formula, charge and spin): 0.000 eV
calculated total energy: -63957.4675 eV
HOMO-LUMO gap: 3.25 eV